11 unconnected molecules or ions with the total composition C44H115N5O14 in a non-equilibrium geometry, computed with ωB97M-V/def2-TZVPD.

The geometry in XYZ format:
```
178
C44H115N5O14 (ωB97M-V/def2-TZVPD)
C 4.36 -8.46 -0.56
O 3.78 -7.45 -1.41
C 2.43 -7.88 -1.86
C 1.41 -7.85 -0.69
N 1.68 -6.67 0.11
C 1.45 -5.33 -0.55
C 0.04 -4.94 -0.37
O -0.11 -3.54 -0.64
C -1.39 -2.99 -0.40
H 5.31 -8.01 -0.27
H 4.49 -9.42 -1.06
H 3.83 -8.58 0.38
H 2.45 -8.92 -2.20
H 2.14 -7.21 -2.67
H 1.48 -8.77 -0.10
H 0.42 -7.83 -1.14
H 2.67 -6.75 0.31
H 1.63 -5.34 -1.63
H 2.12 -4.56 -0.16
H -0.44 -5.17 0.59
H -0.54 -5.48 -1.12
H -1.71 -3.03 0.64
H -2.20 -3.53 -0.89
H -1.52 -1.91 -0.49
C -2.62 -8.06 0.32
O -3.40 -8.04 -0.87
C -2.67 -8.45 -2.01
C -3.41 -8.10 -3.31
N -4.56 -8.98 -3.52
C -5.29 -8.57 -4.72
C -6.59 -9.40 -4.89
O -7.53 -8.78 -3.99
C -8.74 -9.56 -3.72
H -2.98 -7.46 1.15
H -1.67 -7.53 0.25
H -2.38 -9.08 0.61
H -2.54 -9.53 -1.99
H -1.71 -7.93 -2.00
H -2.78 -8.06 -4.20
H -3.66 -7.04 -3.32
H -5.21 -8.91 -2.76
H -4.70 -8.70 -5.62
H -5.55 -7.51 -4.71
H -6.38 -10.41 -4.55
H -6.88 -9.45 -5.94
H -9.08 -10.11 -4.60
H -9.55 -8.92 -3.36
H -8.59 -10.31 -2.94
C -3.95 -12.02 -5.55
O -3.01 -12.83 -6.22
C -2.52 -12.20 -7.36
C -1.62 -13.11 -8.20
N -0.51 -13.79 -7.44
C 0.61 -12.87 -7.36
C 1.87 -13.63 -6.73
O 1.55 -13.87 -5.39
C 2.66 -14.48 -4.70
H -4.83 -11.76 -6.15
H -3.44 -11.09 -5.31
H -4.17 -12.39 -4.55
H -1.98 -11.34 -6.98
H -3.28 -12.02 -8.12
H -1.35 -12.61 -9.13
H -2.25 -13.93 -8.55
H -0.90 -14.06 -6.55
H 0.35 -12.03 -6.71
H 0.79 -12.51 -8.37
H 2.78 -13.03 -6.74
H 2.09 -14.56 -7.26
H 3.63 -13.98 -4.81
H 2.82 -15.50 -5.04
H 2.47 -14.41 -3.63
C -6.25 -6.13 -8.92
C -5.35 -5.88 -7.67
C -3.95 -6.50 -7.68
O -4.01 -7.91 -8.03
C -2.80 -8.52 -8.40
N -5.36 -4.48 -7.45
H -7.25 -5.72 -8.78
H -6.41 -7.17 -9.19
H -5.79 -5.66 -9.79
H -5.92 -6.41 -6.91
H -3.55 -6.40 -6.67
H -3.21 -5.97 -8.28
H -2.34 -7.98 -9.23
H -3.12 -9.46 -8.85
H -2.10 -8.61 -7.57
H -4.77 -4.10 -8.18
H -6.27 -4.06 -7.58
C 0.03 -11.80 -2.45
C -0.80 -11.53 -3.69
C -0.03 -10.47 -4.56
O -0.04 -9.22 -3.87
C 0.15 -8.09 -4.65
N -0.98 -12.83 -4.33
H 0.01 -10.85 -1.92
H 1.03 -12.22 -2.58
H -0.48 -12.44 -1.72
H -1.80 -11.20 -3.41
H -0.54 -10.31 -5.51
H 0.97 -10.85 -4.75
H -0.68 -8.08 -5.36
H 1.08 -7.95 -5.20
H -0.07 -7.22 -4.04
H -0.16 -13.13 -4.83
H -1.72 -12.84 -5.02
C -2.84 -15.85 -3.59
C -2.32 -15.34 -2.25
C -0.97 -15.74 -1.76
O -2.44 -13.94 -2.28
H -2.90 -16.94 -3.62
H -2.21 -15.62 -4.45
H -3.87 -15.53 -3.74
H -3.11 -15.65 -1.57
H -0.10 -15.35 -2.28
H -0.89 -16.83 -1.79
H -0.80 -15.53 -0.71
H -1.86 -13.65 -2.99
C 2.68 -15.04 0.16
C 3.96 -14.29 0.11
C 4.09 -13.18 -0.94
O 4.07 -13.77 1.47
H 2.79 -15.95 0.75
H 2.43 -15.33 -0.86
H 1.77 -14.54 0.49
H 4.79 -14.97 0.00
H 4.15 -13.59 -1.94
H 5.03 -12.64 -0.81
H 3.34 -12.39 -0.94
H 4.97 -13.82 1.81
C 1.45 -7.48 -8.81
C 1.67 -9.00 -9.09
C 1.96 -9.67 -7.69
O 0.42 -9.44 -9.58
H 0.65 -7.25 -8.11
H 1.24 -6.91 -9.72
H 2.41 -7.06 -8.50
H 2.43 -9.15 -9.87
H 2.15 -10.74 -7.84
H 1.05 -9.66 -7.09
H 2.82 -9.16 -7.26
H 0.39 -9.17 -10.50
C -3.79 -11.74 1.89
C -3.70 -12.43 0.48
C -4.73 -11.78 -0.44
O -2.42 -12.23 0.04
H -3.06 -12.27 2.49
H -4.80 -11.76 2.30
H -3.45 -10.70 1.87
H -3.79 -13.50 0.66
H -4.50 -12.12 -1.45
H -4.53 -10.71 -0.42
H -5.75 -11.95 -0.10
H -2.35 -12.60 -0.84
C -3.27 -2.79 -4.85
C -2.87 -4.22 -4.84
C -2.19 -4.58 -3.56
O -4.09 -4.99 -4.77
H -3.92 -2.57 -4.01
H -3.82 -2.43 -5.72
H -2.44 -2.09 -4.84
H -2.29 -4.49 -5.72
H -1.65 -5.51 -3.76
H -2.78 -4.78 -2.66
H -1.44 -3.84 -3.28
H -4.62 -4.77 -5.54
C 1.27 -4.61 -6.49
C 1.67 -3.16 -6.15
C 1.75 -2.85 -4.69
O 3.01 -3.03 -6.65
H 1.93 -5.32 -5.99
H 1.34 -4.86 -7.55
H 0.26 -4.90 -6.18
H 1.06 -2.40 -6.65
H 2.42 -3.44 -4.07
H 0.75 -2.95 -4.25
H 2.11 -1.83 -4.59
H 3.19 -2.11 -6.47
```

multiplicity	2
relative energy (zero: lowest compared OMol25 entry of this formula, charge and spin)	0.330	eV
molecular weight	938.42	g/mol
HOMO-LUMO gap (alpha / beta)	7.80 / 2.29	eV
total charge	+1
strongest force on any atom	4.94	eV Å⁻¹

2 unconnected molecules or ions with the total composition C2H2ClN3O in a non-equilibrium geometry, computed with ωB97M-V/def2-TZVPD.

The geometry in XYZ format:
```
9
C2H2ClN3O (ωB97M-V/def2-TZVPD)
C 1.34 -0.05 -0.14
C -1.39 0.32 0.63
N 2.10 0.58 0.56
N -2.21 0.31 -0.29
N 0.56 -0.41 -0.99
O -0.89 0.33 1.69
Cl 0.41 -1.99 -1.62
H 1.97 0.84 1.42
H -1.90 0.08 -1.26
```

relative energy (zero: lowest compared OMol25 entry of this formula, charge and spin)	1.407	eV
molecular weight	119.51	g/mol
HOMO-LUMO gap	10.36	eV
SMILES	N=C=NCl.N=C=O
strongest force on any atom	6.60	eV Å⁻¹

C21H16F3N3O4S2 in the gas phase in a non-equilibrium geometry, computed with ωB97M-V/def2-TZVPD.

The geometry in XYZ format:
```
49
C21H16F3N3O4S2 (ωB97M-V/def2-TZVPD)
O 3.94 0.12 -1.22
O -2.29 -0.21 -7.71
O -0.17 -1.29 -6.91
F -1.33 -0.27 3.73
F -2.27 0.95 5.30
F -1.25 1.95 3.61
N -3.73 -1.13 -1.32
O 1.93 -0.81 2.20
S 1.20 -0.77 -1.70
C 3.58 -0.61 -0.30
C -2.62 -1.44 -0.62
C 0.00 -1.20 0.65
C 1.43 -1.01 0.92
C 2.22 -0.92 -0.28
C -0.27 -1.03 -0.73
C 1.55 1.29 7.07
C 2.68 0.86 6.37
C -4.15 -0.56 -3.72
C 0.33 1.30 6.41
C 2.51 0.49 5.03
C -3.39 -0.34 -4.90
C -1.32 -0.54 -3.85
C -3.30 -0.78 -2.57
C -2.01 -0.65 -2.62
C 0.21 0.97 5.04
C 1.33 0.67 4.28
C -1.99 -0.34 -5.03
N 4.46 -0.79 0.73
N -1.55 -0.91 -1.32
C -1.20 0.90 4.46
C 1.37 0.49 2.72
C -0.62 1.41 -6.98
S -1.20 -0.28 -6.71
H -2.50 -1.85 0.42
H -0.77 -1.45 1.40
H 1.60 1.71 8.07
H 3.62 0.95 6.97
H -5.18 -0.73 -3.62
H -0.62 1.44 6.97
H 3.44 0.30 4.57
H -3.96 -0.59 -5.77
H -0.22 -0.67 -3.92
H 4.26 -1.57 1.29
H 5.34 -0.55 0.42
H 0.44 0.91 2.15
H 2.16 1.13 2.35
H -0.21 1.53 -7.94
H 0.06 1.92 -6.30
H -1.54 2.00 -7.09
```

relative energy (zero: lowest compared OMol25 entry of this formula, charge and spin)	0.000	eV
molecular weight	495.50	g/mol
HOMO-LUMO gap	8.15	eV
SMILES	CS(=O)(=O)c1ccc2ncn(-c3cc(OCc4ccccc4C(F)(F)F)c(C(N)=O)s3)c2c1
strongest force on any atom	6.45	eV Å⁻¹

C3H2N2O2 in the gas phase in a non-equilibrium geometry, computed with ωB97M-V/def2-TZVPD.

The geometry in XYZ format:
```
9
C3H2N2O2 (ωB97M-V/def2-TZVPD)
C -1.04 -0.04 -0.03
C -0.33 1.25 0.00
C 0.99 1.15 -0.01
H -0.71 2.26 0.28
H 1.53 2.03 0.47
N 1.69 -0.01 -0.18
N 1.27 -1.14 0.03
O -2.23 -0.14 -0.08
O -0.18 -1.16 0.16
```

relative energy (zero: lowest compared OMol25 entry of this formula, charge and spin)	3.169	eV
molecular weight	98.06	g/mol
HOMO-LUMO gap	9.89	eV
SMILES	O=c1ccnno1
strongest force on any atom	2.83	eV Å⁻¹